Entry 1:
24
Properties=species:S:1:pos:R:3:forces:R:3:nbo_charge:R:1 method="wB97M-V/def2-TZVPD" e_homo_ev=-12.724 multiplicity=1 de_lowest_kcal_mol=5.0 lumo_energy_ev=-2.80 largest_force_ev_per_a=3.881 charge=+1
C 1.59778 0.99245 0.50032 -2.3188 0.0003 1.1062 0.666
C -0.30145 0.51964 -0.99326 0.3166 1.3139 -0.3724 0.681
C -1.83929 -0.14025 0.75137 -0.3317 -0.9212 -0.5500 0.692
C 1.25414 -1.13865 -0.19272 2.3445 0.7158 1.1503 0.708
N 1.92083 -0.26018 0.61326 -0.8428 -2.9504 -1.7092 -0.579
N 0.48261 1.42396 -0.18636 1.8827 1.9490 0.0124 -0.610
N 0.27912 -0.75807 -1.06920 0.8131 -1.7841 0.4055 -0.625
N 2.21133 1.77842 1.36523 0.1672 2.7203 0.9339 -0.750
N -0.29529 1.09172 -2.30193 1.5561 -1.9881 1.4185 -0.807
N -3.09704 -0.67536 0.81934 -1.0676 0.2437 0.0269 -0.827
N 1.71612 -2.41072 -0.22893 -1.7349 1.8206 -0.7489 -0.742
N -0.91981 -0.44818 1.56490 -0.8992 -0.5258 1.5840 -0.780
O -1.63752 0.56204 -0.40092 0.3263 -0.5880 -0.8603 -0.520
H 0.46085 2.44375 -0.52548 0.0467 -2.2855 0.7964 0.432
H 0.11586 -1.36071 -1.89120 -0.1804 0.7665 0.7957 0.429
H 2.68231 1.33251 2.17865 -0.4464 0.5709 -1.2856 0.447
H 1.87707 2.76930 1.45937 0.7001 -1.6399 0.0855 0.411
H -0.85768 1.84854 -2.23639 -2.3613 2.9886 -0.7441 0.375
H -0.47764 0.48479 -3.05669 -0.6140 -0.6050 -0.8037 0.387
H -3.41467 -0.95362 1.73189 0.2183 -0.0883 0.1523 0.393
H -3.88979 -0.38107 0.27039 0.4715 0.4060 -0.4186 0.409
H 2.38309 -2.77741 0.43989 -0.2137 0.1715 -0.3603 0.454
H 1.19645 -2.92604 -0.91896 0.5283 -1.1779 0.4606 0.400
H -1.44739 -1.01689 2.30744 1.6396 0.8868 -1.0753 0.354



Entry 2:
17
Properties=species:S:1:pos:R:3:forces:R:3:nbo_charge:R:1 method="wB97M-V/def2-TZVPD" e_homo_ev="0.997 / -2.616" multiplicity=2 de_lowest_kcal_mol=19.1 lumo_energy_ev="3.92 / 3.87" largest_force_ev_per_a=0.993 charge=-1
C 1.33266 1.05313 0.80413 -0.0585 -0.4658 -0.5761 -0.416
N 0.89624 -0.31383 0.57197 0.4497 0.4840 0.4126 -0.585
C 1.98748 -1.25244 0.67658 0.0360 0.1702 0.0968 -0.406
H 2.00254 1.31414 -0.02314 0.1455 0.1421 0.2061 0.174
H 1.86100 1.18767 1.76052 0.0869 0.1817 0.0729 0.134
H 0.48620 1.73559 0.73424 -0.0848 -0.0355 0.1646 0.200
H 0.16223 -0.55790 1.22668 -0.2708 -0.1729 -0.4891 0.367
H 2.52005 -1.20066 1.64691 -0.0346 -0.1596 0.0519 0.128
H 1.61252 -2.25950 0.50755 -0.0033 -0.0708 0.0618 0.209
H 2.74865 -1.04210 -0.08142 -0.1096 0.0350 -0.1266 0.170
O -1.67496 -1.49892 -0.44880 -0.0675 -0.2008 0.7195 -0.821
C -1.81839 -0.53992 -1.29412 -0.2782 -0.2114 -0.9297 0.000
C -2.53130 0.75823 -0.99843 0.2359 -0.4318 -0.0918 -0.697
H -1.41884 -0.66682 -2.32825 -0.0760 0.2569 0.2708 0.042
H -3.10794 0.66920 -0.07157 0.1081 0.0050 0.0456 0.187
H -1.81270 1.59856 -0.89029 -0.1834 0.2614 0.1263 0.140
H -3.24544 1.01558 -1.79256 0.1045 0.2124 -0.0157 0.175



Entry 3:
17
Properties=species:S:1:pos:R:3:forces:R:3:nbo_charge:R:1 method="wB97M-V/def2-TZVPD" e_homo_ev=-9.331 multiplicity=1 de_lowest_kcal_mol=26.9 lumo_energy_ev=1.00 largest_force_ev_per_a=1.392
C 0.38979 1.31494 -1.09099 1.3576 0.2606 0.1620 -0.639
C 0.39519 0.78214 0.34691 -0.8011 -0.9300 0.0615 -0.042
C 1.47911 -0.24383 0.68209 0.4396 0.8063 0.4507 -0.620
N -0.89146 0.08383 0.64889 0.3936 0.1680 -0.3433 -0.654
C -1.29535 -0.93644 -0.28307 -0.3976 -0.9759 0.6068 0.073
O -1.34234 -2.23015 0.33704 -0.3315 -0.4202 -0.9444 -0.752
H 0.93528 0.68625 -1.79905 -0.2520 -0.3472 0.1125 0.211
H -0.61970 1.45675 -1.44819 -0.1702 0.2895 -0.1251 0.211
H 0.97001 2.24424 -1.11525 -0.3908 0.1417 -0.0927 0.215
H 0.44933 1.60815 1.05398 -0.0067 0.1084 -0.0373 0.193
H 1.52683 -0.34736 1.76895 -0.5030 -0.4859 -0.0500 0.215
H 1.21763 -1.17146 0.18069 0.3677 -0.2245 0.1303 0.214
H 2.51104 0.06412 0.48445 -0.2189 0.0734 -0.7380 0.209
H -1.64620 0.73820 0.77499 0.0250 0.2012 0.0225 0.368
H -2.30663 -0.73637 -0.65335 0.0800 0.0577 -0.0157 0.159
H -0.65111 -1.13273 -1.14311 0.2215 0.7617 -0.0099 0.165
H -1.12140 -2.18027 1.25502 0.1869 0.5152 0.8102 0.475



Entry 4:
17
Properties=species:S:1:pos:R:3:forces:R:3:nbo_charge:R:1 method="wB97M-V/def2-TZVPD" e_homo_ev=-9.898 multiplicity=1 de_lowest_kcal_mol=5.8 lumo_energy_ev=0.83 largest_force_ev_per_a=0.854
C -1.34057 -1.18343 -0.62094 0.1013 -0.4088 -0.1614 -0.612
C -0.49679 -1.52736 -1.86534 -0.1751 -0.2690 0.5155 -0.611
H -0.72573 -0.57301 0.02629 -0.3394 0.4104 0.2049 0.199
H -2.28909 -0.71211 -0.87490 0.1705 0.3833 -0.0313 0.202
H -1.64596 -2.04938 -0.03498 0.2886 -0.2630 -0.0521 0.203
H 0.56460 -1.37432 -1.66084 -0.0633 -0.0140 -0.0381 0.209
H -0.77159 -0.88114 -2.69140 0.0307 -0.0544 -0.2347 0.205
H -0.62144 -2.57712 -2.14030 -0.0551 0.1742 -0.2333 0.205
C 0.72786 0.58819 1.98504 0.4866 0.0849 0.0118 -0.722
C 1.38863 1.24637 0.78248 -0.3443 0.1834 -0.1901 0.676
O 2.57196 1.16634 0.55698 0.2056 -0.0090 0.0249 -0.601
N 0.50698 1.92357 -0.01888 -0.7668 0.2950 0.2313 -0.828
H -0.34202 0.75231 2.06289 -0.0767 0.0827 -0.0366 0.207
H 1.22970 1.00487 2.86210 -0.1192 -0.1710 0.0079 0.243
H 0.75052 2.65438 -0.67026 0.5868 -0.3520 0.0222 0.402
H -0.42284 2.02314 0.35199 -0.0213 -0.0058 -0.1024 0.381
H 0.91580 -0.48129 1.95006 0.0907 -0.0671 0.0614 0.242



Entry 5:
17
Properties=species:S:1:pos:R:3:forces:R:3:nbo_charge:R:1 method="wB97M-V/def2-TZVPD" e_homo_ev=-8.567 multiplicity=1 de_lowest_kcal_mol=82.3 lumo_energy_ev=0.82 largest_force_ev_per_a=3.749
C 1.55501 -1.28199 0.98912 -3.2017 -1.9412 -0.1883 -0.012
C 1.09092 -1.76374 -0.19069 1.6567 0.1995 0.0335 -0.445
N 1.61792 0.07210 1.22477 3.3661 1.0012 0.9903 -0.829
H 1.36120 -1.88959 1.87617 0.4123 -0.2185 0.0730 0.153
H 0.53879 -2.71708 -0.30450 0.9442 0.5636 0.1473 0.211
H 1.49364 -1.23429 -1.07448 -1.1626 -0.0783 0.2285 0.199
H 0.75769 0.51031 1.19071 -1.8378 0.7233 -0.5565 0.360
H 2.02805 0.36006 2.11900 0.0758 -0.4974 -0.5637 0.361
H -1.86203 0.24952 0.71028 -0.3009 0.0441 0.9110 0.454
C -1.45980 0.74627 -1.10786 1.5718 -1.2847 -0.7351 -0.087
O -1.99471 -0.16184 -0.13544 -0.2360 1.2694 1.1260 -0.708
C -0.47815 1.90979 -0.80415 0.1431 0.8191 1.4386 -0.650
H -0.96229 -0.07866 -1.60401 0.8578 0.8644 -1.4162 0.188
H -2.22961 1.10781 -1.71967 -1.3581 0.4766 -0.8467 0.164
H -0.04682 1.73370 0.24000 0.5500 -0.0359 -1.9462 0.191
H 0.21654 2.17913 -1.70405 -0.8278 -1.1216 2.0093 0.243
H -0.91083 2.90708 -0.53777 -0.6528 -0.7838 -0.7048 0.208



Entry 6:
17
Properties=species:S:1:pos:R:3:forces:R:3:nbo_charge:R:1 method="wB97M-V/def2-TZVPD" e_homo_ev=-8.874 multiplicity=1 de_lowest_kcal_mol=30.8 lumo_energy_ev=0.95 largest_force_ev_per_a=2.345
C -0.02132 -0.70297 -2.49067 0.0322 0.0035 0.2062 -0.612
C -0.38870 -0.68791 -1.01406 0.3447 -0.1593 -0.3448 -0.216
N 0.76074 -0.26605 -0.22753 -0.1343 0.5143 -0.0109 -0.625
C 0.46231 -0.13117 1.18947 1.0345 -1.9635 0.7577 -0.251
C -0.25199 1.14602 1.52981 -0.3906 0.4080 -0.9978 -0.076
O 0.11587 1.60659 2.80532 -0.1235 0.3041 0.6662 -0.718
H 0.43402 0.25441 -2.71986 0.0819 0.1223 -0.2238 0.215
H 0.68415 -1.49263 -2.73375 0.2275 -0.0934 0.0792 0.198
H -0.87952 -0.85422 -3.13271 -0.2953 0.0150 -0.0646 0.210
H -1.20652 0.02035 -0.88386 -0.0635 -0.0251 0.2488 0.183
H -0.69755 -1.68210 -0.67798 -0.4751 -0.0953 -0.0460 0.160
H 1.50424 -0.93240 -0.38315 0.1181 0.0253 0.1576 0.357
H 0.03336 -1.08393 1.58919 -0.8102 0.6663 -0.2238 0.162
H 1.38991 -0.19647 1.77484 0.1944 0.7794 -0.3793 0.215
H -1.32813 1.07696 1.44517 -0.4800 -0.3926 0.1551 0.158
H 0.00892 1.83731 0.71089 0.3037 0.1952 0.4022 0.166
H -0.61979 2.08822 3.21887 0.4354 -0.3042 -0.3817 0.474



Computed values of DFT total energy (unit: Eh) for the preceding records, in sequence: -672.1311, -288.9117, -288.9741, -289.0078, -288.8858, -288.9679.